The following is a quantum chemistry calculation of a gas-phase ion, C5H6N5O2 (charge +1) at a distorted geometry, from the Open Molecules 2025 dataset.

Each line ends with the Mulliken charge.
Positions of all 18 atoms, in Å:
C1 0.0432 2.1467 -2.0208  -0.101
C2 1.6426 0.4760 0.7056  0.148
C3 -0.0043 -1.4231 0.8777  0.575
C4 0.4895 1.1943 -0.0417  1.000
C5 -0.7360 0.4514 -0.3080  0.153
N1 0.8696 2.0614 -1.0338  -0.584
N2 -1.0041 1.2816 -2.1640  -0.449
N3 1.0822 -0.7985 1.1950  -0.135
N4 -0.9695 -0.8735 0.0490  -0.165
N5 -0.3439 -2.5141 1.4365  -0.402
O1 2.8123 0.7068 0.7301  -0.393
O2 -0.7899 1.4873 0.5943  -0.415
H1 0.2213 2.7834 -2.8506  0.442
H2 -1.9525 1.8074 -2.2710  0.315
H3 1.5918 -1.4129 1.8837  0.244
H4 -1.7850 -1.3332 -0.2493  0.246
H5 0.0604 -3.0734 2.3073  0.291
H6 -1.2279 -2.9678 1.1601  0.231

E_HOMO (spin up / spin down) = -13.45 / -13.45 eV
LUMO energy (spin up / spin down) = -4.160 / -4.160 eV
Net charge = +1
Energy relative to the best compared isomer or geometry (same formula, charge and spin) = 334.4 kJ/mol